The following is a DFT calculation (ωB97M-V/def2-TZVPD) of an isolated ion of composition C7H16N4 and charge +2.

Last column: Mulliken charge in e.
Positions of all 27 atoms, in Å:
1 C -1.287 0.889 -0.765  0.3704
2 C 0.036 -0.804 -0.222  0.1052
3 C 0.686 0.656 0.365  0.8749
4 C -2.400 1.599 -1.433  -1.2896
5 C 1.770 0.904 -0.706  -1.5574
6 C 0.525 0.690 2.822  -0.9959
7 C -0.040 -3.102 -0.896  -0.8497
8 N -0.371 1.519 -0.004  -0.0945
9 N -1.038 -0.428 -0.923  -0.0350
10 N 1.231 0.974 1.600  -0.3119
11 N 0.562 -1.944 -0.156  -0.0615
12 H -2.822 2.276 -0.644  0.3972
13 H -3.053 0.996 -1.923  0.4190
14 H -1.852 2.311 -2.012  0.3841
15 H 1.509 0.177 -1.465  0.4434
16 H 2.699 0.669 -0.355  0.5033
17 H 1.907 1.863 -1.128  0.3626
18 H -0.426 1.004 2.695  0.4291
19 H 0.907 1.317 3.580  0.3858
20 H 0.514 -0.391 3.113  0.2811
21 H -0.304 -2.573 -1.784  0.3468
22 H 0.745 -3.909 -0.993  0.3222
23 H -0.883 -3.373 -0.355  0.3757
24 H -0.279 2.464 0.150  0.2361
25 H -1.799 -1.010 -1.307  0.3805
26 H 2.191 0.600 1.688  0.3151
27 H 1.418 -1.994 0.287  0.2630

Summary:
F_max: 6.1 eV Å⁻¹
Kohn-Sham gap: 8.9385 eV
energy relative to the best compared isomer or geometry (same formula, charge and spin): 40.9 kcal per mole
total charge: +2
HOMO level: -17.514 eV
SMILES string: CN[C@]1(C)NC(C)=[NH+]/C1=[NH+]\C
2S+1: 1
LUMO level: -0.3151 Ha